Model A:
Molecular formula: C5H7NO
Method: DFT, ωB97M-V with the def2-TZVPD basis set

Atoms and positions in Å:
C: -1.29511 0.72429 0.36688
C: 2.59812 -0.65091 0.63878
C: 1.95648 0.28147 0.35673
C: -0.90197 -0.80070 0.28699
C: -0.39883 0.36080 -1.56449
N: -0.83043 1.29345 -0.85705
O: -0.38125 -0.94637 -1.03236
H: -0.85613 1.23862 1.19765
H: 3.24305 -1.42584 0.99192
H: -2.41920 1.04083 0.46396
H: 1.18763 0.99551 0.21321
H: -0.10875 -1.06536 0.88820
H: -1.78238 -1.45377 0.60179
H: -0.01123 0.40796 -2.55221

Properties
- Multiplicity: 3
- E_HOMO (alpha / beta): -5.007 / -10.685 eV
- Molecular weight: 97.12 g/mol
- Lowest unoccupied orbital energy (alpha / beta): 0.036 / -0.095 hartree

Model B:
Molecular formula: C5H7NO
Method: DFT, ωB97M-V with the def2-TZVPD basis set

Atoms and positions in Å:
C: 1.41432 -1.60834 -0.41422
C: 0.00989 1.55434 -0.11024
C: -1.18016 1.07164 -0.79204
C: -0.49309 -0.87710 1.19759
C: -0.41486 0.19111 0.12082
N: 0.25393 -1.02411 -0.08579
O: 2.15071 -1.13358 -1.23091
H: 1.42446 -2.55379 0.23560
H: 0.99688 1.67802 -0.75371
H: -0.11010 2.28628 0.71335
H: -2.02777 1.55479 -0.40428
H: -0.97441 0.99227 -1.82621
H: 0.27602 -0.61798 1.94394
H: -1.32583 -1.51356 1.40609

Properties
- Multiplicity: 3
- E_HOMO (alpha / beta): -4.388 / -9.528 eV
- Molecular weight: 97.12 g/mol
- Lowest unoccupied orbital energy (alpha / beta): 0.035 / -0.092 hartree

Which is the most stable structure? model B is the most stable.

Model A:
Molecular formula: C2H2ClI
Method: DFT, ωB97M-V with the def2-TZVPD basis set

Atoms and positions in Å:
C: 0.73322 0.81260 0.75929
C: -1.68321 -1.18930 -0.33882
Cl: -1.01239 0.32479 0.35961
I: -0.30474 -2.18812 -1.34165
H: 1.53219 0.34305 0.02805
H: 0.73492 1.89699 0.53352

Properties
- E_HOMO (alpha / beta): -7.753 / -9.106 eV
- Molecular weight: 188.40 g/mol
- Lowest unoccupied orbital energy (alpha / beta): -0.065 / -0.031 hartree

Model B:
Molecular formula: C2H2ClI
Method: DFT, ωB97M-V with the def2-TZVPD basis set

Atoms and positions in Å:
C: -0.11776 0.71637 0.26969
C: -0.11287 -0.55428 -0.05614
Cl: 1.07850 1.89307 -0.04693
I: -1.43525 -1.95524 0.02199
H: -0.89636 1.28027 0.60901
H: 1.48375 -1.38018 -0.79762

Properties
- E_HOMO (alpha / beta): -9.185 / -9.186 eV
- Molecular weight: 188.40 g/mol
- Lowest unoccupied orbital energy (alpha / beta): -0.029 / -0.029 hartree

Which is the most stable structure? model B is the most stable.

Model A:
Molecular formula: C3H3O2
Method: DFT, ωB97M-V with the def2-TZVPD basis set

Atoms and positions in Å:
C: -0.80837 -0.03508 0.03081
C: 0.24415 -1.00863 0.02216
C: -0.52118 1.18961 -0.04622
O: 1.42241 -0.57982 -0.02295
O: 1.59259 0.70365 0.02506
H: -1.93274 -0.42805 -0.04664
H: 0.10896 -2.00313 -0.08899
H: -0.10582 2.16146 0.12677

Properties
- E_HOMO (alpha / beta): -16.729 / -16.732 eV
- Molecular weight: 71.06 g/mol
- Net charge: +1
- Lowest unoccupied orbital energy (alpha / beta): -0.270 / -0.270 hartree

Model B:
Molecular formula: C3H3O2
Method: DFT, ωB97M-V with the def2-TZVPD basis set

Atoms and positions in Å:
C: -0.31855 -0.79041 -0.54201
C: -0.67944 -0.30893 1.38591
C: 0.24025 0.34466 -0.06172
O: -0.98827 -1.22993 0.59984
O: 0.78573 1.45936 -0.25508
H: -0.36564 -1.18152 -1.49743
H: -0.89124 -0.23193 2.36316
H: 0.81778 1.81407 -1.13221

Properties
- E_HOMO: -15.126 eV
- Molecular weight: 71.06 g/mol
- Net charge: +1
- Lowest unoccupied orbital energy: -0.258 hartree

Model C:
Molecular formula: C3H3O2
Method: DFT, ωB97M-V with the def2-TZVPD basis set

Atoms and positions in Å:
C: 0.64139 0.69388 0.18955
C: 0.60279 -0.78808 -0.49474
C: -0.45495 -0.24543 0.26830
O: 1.69630 -0.09801 0.26599
O: -1.72436 -0.24903 0.26777
H: 0.56638 1.69230 -0.04409
H: 0.88769 -1.21920 -1.43628
H: -2.21525 0.21358 0.98350

Properties
- E_HOMO: -16.149 eV
- Molecular weight: 71.06 g/mol
- Net charge: +1
- Lowest unoccupied orbital energy: -0.193 hartree

Model D:
Molecular formula: C3H3O2
Method: DFT, ωB97M-V with the def2-TZVPD basis set

Atoms and positions in Å:
C: 0.64878 0.26599 0.10566
C: 1.32615 -0.71607 -0.09374
C: -1.55830 0.38315 -0.08433
O: -0.23286 1.12714 0.00495
O: -1.59327 -0.71986 0.10582
H: 1.98027 0.23894 0.50116
H: 1.76221 -1.72168 -0.00926
H: -2.33298 1.14240 -0.53025

Properties
- E_HOMO: -17.163 eV
- Molecular weight: 71.06 g/mol
- Net charge: +1
- Lowest unoccupied orbital energy: -0.193 hartree

Which is the most stable structure? model C is the most stable.

Model A:
Molecular formula: C3H13N3O
Method: DFT, ωB97M-V with the def2-TZVPD basis set

Atoms and positions in Å:
N: -2.13155 0.25466 -1.08108
C: -2.16398 1.33053 -0.08632
C: -1.19630 1.07324 1.07585
N: -0.04479 0.31786 0.62239
C: 0.96554 -0.03714 1.54739
N: 2.35446 -0.16648 0.96812
H: -1.28148 0.36850 -1.63456
H: -2.81661 0.49147 -1.79727
H: -2.10454 2.36119 -0.45717
H: -3.18451 1.32350 0.31010
H: -1.74863 0.53779 1.85575
H: -0.82819 2.02705 1.44795
H: -0.35587 -0.48005 0.09208
H: 1.01770 0.68966 2.36058
H: 0.82683 -1.03700 1.98754
H: 2.89086 0.64243 1.27043
H: 2.24017 0.00635 -0.03210
O: 2.71491 -3.48536 -2.63948
H: 2.23991 -3.65626 -3.46096
H: 2.60608 -2.56194 -2.34924

Properties
- E_HOMO: -8.797 eV
- Molecular weight: 107.16 g/mol
- Lowest unoccupied orbital energy: 0.027 hartree
- SMILES: NCCNCN.O

Model B:
Molecular formula: C3H13N3O
Method: DFT, ωB97M-V with the def2-TZVPD basis set

Atoms and positions in Å:
C: -0.34100 0.53573 -1.76040
N: -0.16917 -0.86561 -1.62996
N: -0.82907 -1.64637 -0.78429
N: 0.46231 1.19712 -2.72798
H: 0.79641 -1.16919 -1.72439
H: -1.80816 -1.35339 -0.77971
H: -0.56494 -1.43431 0.58910
H: 1.45460 1.02254 -2.63967
H: 0.17071 1.04293 -3.68624
H: -0.00975 0.98301 -0.53446
H: -1.39724 0.78216 -1.84975
C: -0.51539 -1.41146 1.87627
C: 0.89884 1.36640 1.82931
O: 0.14211 0.75268 0.84560
H: 1.96988 1.10669 1.80276
H: -0.93512 -2.41278 1.97657
H: -1.15874 -0.67629 2.33846
H: 0.49978 -1.35765 2.24941
H: 0.80688 2.46362 1.78283
H: 0.52706 1.07418 2.82654

Properties
- E_HOMO (alpha / beta): -8.397 / -7.855 eV
- Molecular weight: 107.16 g/mol
- Lowest unoccupied orbital energy (alpha / beta): -0.024 / -0.041 hartree

Which is the most stable structure? model A is the most stable.

Model A:
Molecular formula: C8H19N2O2
Method: DFT, ωB97M-V with the def2-TZVPD basis set

Atoms and positions in Å:
C: -3.41034 1.01820 -0.57047
C: -2.51866 1.77425 0.39570
O: -1.11214 1.61200 0.22463
C: -0.61131 1.86863 -1.08380
C: -0.23353 0.58173 -1.75977
O: 0.89352 0.08121 -1.01377
N: 0.76085 -1.30007 -0.74115
C: 2.12703 -1.79016 -0.61080
C: 2.91550 -0.98744 0.39932
N: 2.21397 -0.97525 1.73337
C: 0.74729 -0.66854 1.66354
C: 0.06269 -1.41220 0.52860
H: -3.16064 -0.03374 -0.64733
H: -3.44587 1.47834 -1.54947
H: -4.42242 1.07306 -0.18273
H: -2.79068 2.83038 0.38497
H: -2.73212 1.40793 1.39420
H: 0.30834 2.43467 -0.95953
H: -1.28131 2.47575 -1.68476
H: 0.06032 0.71714 -2.79575
H: -1.02018 -0.15819 -1.70656
H: 2.09353 -2.84516 -0.36436
H: 2.60742 -1.64658 -1.56977
H: 3.07659 0.02912 0.07599
H: 3.89064 -1.43711 0.54615
H: 2.64996 -0.25631 2.31378
H: 2.39680 -1.86502 2.19883
H: 0.59713 0.39766 1.56461
H: 0.31159 -0.97171 2.60818
H: -0.05242 -2.45641 0.79658
H: -0.92156 -0.97619 0.41154

Properties
- E_HOMO: -12.670 eV
- Molecular weight: 175.25 g/mol
- Net charge: +1
- Lowest unoccupied orbital energy: -0.118 hartree
- SMILES: CCOCCON1CC[NH2+]CC1

Model B:
Molecular formula: C8H19N2O2
Method: DFT, ωB97M-V with the def2-TZVPD basis set

Atoms and positions in Å:
C: 3.45453 0.03423 1.14012
C: 4.37738 0.35701 0.03604
C: -2.87825 1.24669 0.98557
C: -2.59925 0.49651 -1.34567
C: -3.98727 -0.78504 0.27869
C: 2.05102 0.57502 -0.93371
C: -0.39660 -0.35405 0.32709
C: -2.75013 -0.00161 0.08351
N: 3.09390 -1.57841 -0.59236
N: 3.04748 -0.21602 -0.26409
O: 0.36450 -0.91495 1.17546
O: -1.66632 -0.71284 0.57476
H: 3.58626 -0.81432 1.76937
H: 2.99903 0.85506 1.56084
H: 4.44724 1.46275 -0.12973
H: 5.14375 -0.18135 -0.27659
H: -3.46794 2.06610 0.58362
H: -3.39784 1.11210 1.88791
H: -1.92922 1.68714 1.21901
H: -3.36270 0.70366 -1.95571
H: -2.29150 -0.34831 -1.97589
H: -1.70919 1.08533 -1.50852
H: -3.84229 -1.82387 -0.16731
H: -4.29811 -0.74180 1.37710
H: -4.79149 -0.27650 -0.27685
H: 1.06483 0.03096 -0.95268
H: 1.82840 1.49647 -0.32378
H: 2.33703 0.81949 -1.93221
H: 2.21955 -2.00734 -0.51159
H: 3.50660 -1.68699 -1.59392
H: -0.15340 -1.58512 1.74148

Properties
- E_HOMO: -12.524 eV
- Molecular weight: 175.25 g/mol
- Net charge: +1
- Lowest unoccupied orbital energy: -0.092 hartree

Which is the most stable structure? model A is the most stable.

Model A:
Molecular formula: C2H3N4
Method: DFT, ωB97M-V with the def2-TZVPD basis set

Atoms and positions in Å:
C: 1.87490 0.35957 -0.11593
C: -0.10395 0.25843 0.05402
N: 0.90920 1.17265 -0.06282
N: 1.81502 -0.89238 0.06099
N: 0.45949 -1.00209 0.04019
N: -1.37419 0.59329 0.05784
H: 0.11803 -2.06511 0.11651
H: -1.59476 1.57828 0.16458
H: -2.10374 -0.00266 -0.31538

Properties
- E_HOMO (alpha / beta): -15.672 / -15.427 eV
- Molecular weight: 83.07 g/mol
- Net charge: +1
- Lowest unoccupied orbital energy (alpha / beta): -0.249 / -0.314 hartree

Model B:
Molecular formula: C2H3N4
Method: DFT, ωB97M-V with the def2-TZVPD basis set

Atoms and positions in Å:
N: 1.98874 0.18746 -0.41028
N: 1.69472 -0.10985 0.72798
C: 0.75535 -0.67019 -0.30653
C: -0.62859 -0.07052 -0.36615
N: -1.04922 1.37384 -0.48990
N: -1.10909 0.84177 0.60003
H: 0.93869 -1.81217 -0.42161
H: -1.28364 -0.70016 -0.87203
H: -1.30695 0.95982 1.53850

Properties
- E_HOMO: -15.342 eV
- Molecular weight: 83.07 g/mol
- Net charge: +1
- Lowest unoccupied orbital energy: -0.273 hartree
- SMILES: N1=NC1[C@@H]1N=[NH+]1

Which is the most stable structure? model A is the most stable.